# 1
This record from OMol25 describes an isolated ion of composition C2HCl4N3P and charge +1 at a distorted geometry. The level of theory is wB97M-V/def2-TZVPD.

The calculation puts the HOMO energy at -14.937 eV. As for the SMILES: ClC1=NC(Cl)=[NH+]P(Cl)(Cl)=N1. The value obtained for the electronic energy is -2422.9862 Eh. The net charge is +1. The value obtained for the max |F| is 6.47 eV Å⁻¹. Its orbital gap is 9.262 eV.

Positions of all 11 atoms, in Å:
Cl -4.45556 1.17259 0.19090
C -2.91104 0.67251 0.09240
N -1.93435 1.51959 -0.09470
C -0.67344 1.21489 -0.12253
Cl 0.42252 2.48008 -0.29205
N -0.16285 -0.03230 -0.01704
P -1.24001 -1.38032 -0.04638
Cl -1.06114 -2.14814 -1.84504
Cl -0.59882 -2.67485 1.24854
N -2.69938 -0.84648 0.27853
H 0.84818 -0.12631 0.01187

# 2
This record from OMol25 describes a 2-piece molecular cluster, C2HClF4 overall at a distorted geometry. The level of theory is wB97M-V/def2-TZVPD.

The calculation puts the HOMO energy at -10.174 eV. The value obtained for the electronic energy is -936.3644 Eh. The value obtained for the max |F| is 2.68 eV Å⁻¹. Its orbital gap is 9.487 eV.

Positions of all 8 atoms, in Å:
C 2.06075 -1.18019 -0.00714
C -1.27529 0.36179 -0.12395
F 1.27772 -0.66150 0.87070
F -2.41516 -0.36845 -0.08945
F -1.64095 1.56103 -0.66903
F -0.84019 0.55143 1.12051
Cl 3.28196 -0.17438 -0.49392
H -0.44884 -0.08972 -0.60773

# 3
This record from OMol25 describes a single C2HClN2O molecule at a distorted geometry. The level of theory is wB97M-V/def2-TZVPD.

The calculation puts the HOMO energy at -10.123 eV. As for the SMILES: Clc1conn1. The value obtained for the electronic energy is -721.6809 Eh. The value obtained for the max |F| is 2.59 eV Å⁻¹. Its orbital gap is 10.724 eV.

Positions of all 7 atoms, in Å:
Cl -2.40650 -0.26460 -0.03958
C -0.70617 -0.18028 0.00332
C 0.25283 0.81015 -0.01471
O 1.40246 0.24486 -0.06083
N 1.22350 -1.13700 -0.04325
N -0.02169 -1.34397 0.02502
H 0.25556 1.87084 0.13004

# 4
This record from OMol25 describes a single C2HClN2O molecule at a distorted geometry. The level of theory is wB97M-V/def2-TZVPD.

The calculation puts the HOMO energy at -10.052 eV. As for the SMILES: O=CN=C=NCl. The value obtained for the electronic energy is -721.6470 Eh. The value obtained for the max |F| is 4.63 eV Å⁻¹. Its orbital gap is 9.571 eV.

Positions of all 7 atoms, in Å:
O 1.32600 -0.62323 0.47721
C 0.37848 -0.33038 -0.13284
N -0.76335 -1.08042 -0.15075
C -0.78848 -2.25370 0.19381
N -0.41055 -3.23274 0.73383
Cl -0.81293 -4.57596 1.65220
H 0.19103 0.72468 -0.65922